Density functional theory data (ωB97M-V/def2-TZVPD) for a structure of composition C19H24MnN2OS2.

Summary:
**E_tot**: -2870.592796 Eh
**Gap between HOMO and LUMO (alpha / beta)**: 7.40 / 7.50 eV
**⟨S²⟩**: 8.757
**E_HOMO (alpha / beta)**: -0.2591 / -0.2666 hartree
**Spin multiplicity**: 6

Atoms and positions in Å:
1 Mn 0.2688 0.3342 -1.0347
2 C -3.2189 -0.1220 -1.0689
3 N -1.9419 -0.8384 -0.9992
4 C -1.8222 -1.6586 0.1980
5 C -1.5650 -0.7703 1.4114
6 N -0.4499 0.1888 1.1968
7 C -0.8938 1.5618 1.4991
8 C 0.7648 -0.1761 1.9208
9 C 0.9007 0.1786 3.2627
10 C 2.0485 -0.1247 3.9745
11 C 3.0731 -0.8111 3.3305
12 C 2.9318 -1.1881 2.0067
13 C 1.7755 -0.8946 1.2624
14 S 1.6684 -1.4614 -0.4100
15 C -1.6864 -1.5132 -2.2486
16 C -1.9989 -2.8576 -2.4180
17 C -1.7600 -3.4933 -3.6263
18 C -1.2152 -2.7675 -4.6766
19 C -0.9079 -1.4250 -4.5112
20 C -1.1330 -0.7664 -3.3006
21 S -0.6907 0.9463 -3.1109
22 H -4.0519 -0.8209 -1.2139
23 H -3.1866 0.5831 -1.8972
24 H -3.3902 0.4386 -0.1482
25 H -0.9844 -2.3381 0.0615
26 H -2.7269 -2.2514 0.3889
27 H -1.3465 -1.3973 2.2755
28 H -2.4617 -0.1985 1.6492
29 H -1.2898 1.6752 2.5117
30 H -1.6764 1.8418 0.7944
31 H -0.0605 2.2509 1.3877
32 H 0.0935 0.7024 3.7627
33 H 2.1373 0.1616 5.0152
34 H 3.9834 -1.0574 3.8653
35 H 3.7256 -1.7292 1.5053
36 H -2.4290 -3.4186 -1.5959
37 H -1.9997 -4.5433 -3.7433
38 H -1.0174 -3.2511 -5.6259
39 H -0.4649 -0.8609 -5.3228
40 C 1.6165 4.2334 -0.0320
41 C 2.0807 2.8081 -0.0155
42 C 3.1426 2.3711 0.9443
43 O 1.5735 1.9912 -0.7626
44 H 2.4159 4.9244 0.2296
45 H 0.8232 4.3402 0.7144
46 H 1.1952 4.4739 -1.0056
47 H 3.8380 3.1750 1.1823
48 H 3.6617 1.5024 0.5445
49 H 2.6512 2.0523 1.8725